Computed, not measured: the molecule C19H16ClN3O3 in a non-equilibrium geometry, with ωB97M-V with the def2-TZVPD basis set.

Computed properties:
F_max (eV/Å): 1.549
Orbital gap (eV): 8.81
SMILES: COc1ccc(CNc2oc(COc3ccc(Cl)cc3)nc2C#N)cc1
LUMO level (eV): 0.48
ΔE to the lowest compared entry with this formula, charge and spin (kcal/mol): 23.32

XYZ file:
```
42
Properties=species:S:1:pos:R:3:mulliken_charge:R:1
C -4.7930 -1.6071 -5.3203 -0.8257
H -4.8102 -0.5323 -5.5274 0.3360
O -3.4839 -2.0666 -5.0822 -0.4530
C -2.7954 -1.5580 -4.0277 0.8748
C -3.2795 -0.5992 -3.1431 -0.3987
C -2.4817 -0.1543 -2.1038 -0.6791
C -1.2001 -0.6509 -1.9175 0.2881
C -0.7228 -1.6117 -2.8014 -0.6687
C -1.5046 -2.0577 -3.8446 -0.5375
H -1.1409 -2.8010 -4.5357 0.4270
H 0.2723 -2.0118 -2.6732 0.3478
C -0.3515 -0.1554 -0.7792 -0.5232
N -1.1169 -0.1520 0.4538 -0.1862
C -0.7033 0.5277 1.5402 0.4537
C -1.1481 0.5222 2.8560 0.2155
C -2.1517 -0.2783 3.4043 0.0961
N -2.9804 -0.9629 3.8084 -0.5196
N -0.4071 1.4515 3.5523 -0.6094
C 0.4012 1.9667 2.6985 0.4969
O 0.2752 1.4474 1.4382 -0.3163
C 1.4271 3.0210 2.9473 -0.5678
O 2.6020 2.8219 2.1970 -0.4752
C 3.2892 1.6521 2.3475 0.4464
C 4.3327 1.4477 1.4434 -0.5291
C 5.0942 0.2997 1.4961 -0.5356
C 4.8148 -0.6606 2.4577 0.2915
C 3.7884 -0.4680 3.3645 -0.8224
C 3.0255 0.6873 3.3137 -0.0345
H 2.2333 0.8165 4.0340 0.4649
H 3.5795 -1.2159 4.1132 0.4098
Cl 5.7584 -2.1092 2.5220 -0.2233
H 5.8987 0.1453 0.7946 0.4101
H 4.5277 2.2081 0.7044 0.4286
H 1.6226 3.0672 4.0260 0.3516
H 1.0524 3.9962 2.6163 0.3351
H -1.7120 -0.9483 0.6258 0.3058
H 0.5486 -0.7781 -0.6810 0.2892
H -0.0282 0.8748 -0.9641 0.3027
H -2.8667 0.5917 -1.4242 0.3782
H -4.2714 -0.1908 -3.2527 0.3837
H -5.1388 -2.1479 -6.1997 0.2368
H -5.4558 -1.8269 -4.4774 0.3349
```